1.
Density functional theory data (wB97M-V/def2-TZVPD) for one molecule with the formula C27H33N3O.

Properties
SMILES   Cc1cccc(-c2ncc(CN3CCC(CO)(CCCc4ccccc4)CC3)cn2)c1
HOMO level   -0.3101 Eh
Relative energy (zero: lowest compared OMol25 entry of this formula, charge and spin)   86.87 kJ/mol

Last column: Mulliken charge in e.
CARTESIAN COORDINATES (ANGSTROEM)
C (-9.457, -1.219, 0.222)  -1.46
C (-8.468, -0.093, 0.255)  0.75
C (-8.880, 1.198, 0.574)  -0.53
C (-7.975, 2.246, 0.587)  -0.71
C (-6.647, 2.025, 0.282)  -0.59
C (-6.218, 0.739, -0.041)  0.30
C (-4.814, 0.489, -0.371)  0.17
N (-4.459, -0.758, -0.686)  -0.46
C (-3.198, -0.974, -0.996)  -0.37
C (-2.239, 0.038, -1.005)  0.12
C (-0.811, -0.224, -1.380)  -0.31
N (-0.338, -1.448, -0.758)  0.17
C (-0.212, -1.357, 0.684)  -1.26
C (1.004, -0.546, 1.156)  -1.16
C (2.322, -1.017, 0.523)  2.66
C (2.733, -2.370, 1.139)  -1.47
O (3.911, -2.837, 0.517)  -0.51
C (3.470, -0.038, 0.848)  -2.30
C (3.382, 1.365, 0.252)  -0.18
C (4.554, 2.237, 0.727)  -1.39
C (5.869, 1.703, 0.236)  0.54
C (6.726, 1.014, 1.084)  -0.18
C (7.923, 0.500, 0.615)  -0.66
C (8.277, 0.667, -0.712)  -0.42
C (7.431, 1.353, -1.566)  -0.65
C (6.237, 1.867, -1.094)  -0.23
C (2.134, -1.172, -0.993)  -0.96
C (0.879, -1.980, -1.341)  -1.43
C (-2.713, 1.295, -0.645)  -0.37
N (-3.974, 1.522, -0.335)  -0.49
C (-7.135, -0.310, -0.051)  -0.39
H (-9.985, -1.223, -0.732)  0.28
H (-8.956, -2.177, 0.335)  0.37
H (-10.196, -1.109, 1.012)  0.38
H (-9.918, 1.380, 0.814)  0.41
H (-8.312, 3.242, 0.839)  0.39
H (-5.928, 2.829, 0.288)  0.46
H (-2.927, -1.993, -1.241)  0.52
H (-0.759, -0.367, -2.465)  0.52
H (-0.206, 0.664, -1.133)  0.15
H (-1.126, -0.910, 1.084)  0.56
H (-0.151, -2.380, 1.067)  0.37
H (0.841, 0.501, 0.895)  0.33
H (1.070, -0.606, 2.245)  0.55
H (2.901, -2.231, 2.217)  0.45
H (1.929, -3.107, 1.018)  0.48
H (4.169, -3.668, 0.925)  0.35
H (3.527, 0.055, 1.936)  0.46
H (4.397, -0.501, 0.505)  0.63
H (3.412, 1.315, -0.837)  0.35
H (2.450, 1.851, 0.549)  0.19
H (4.553, 2.279, 1.818)  0.46
H (4.410, 3.252, 0.348)  0.45
H (6.456, 0.880, 2.122)  0.33
H (8.579, -0.033, 1.288)  0.38
H (9.211, 0.265, -1.080)  0.38
H (7.703, 1.489, -2.603)  0.38
H (5.582, 2.406, -1.764)  0.40
H (3.015, -1.661, -1.408)  0.49
H (2.043, -0.186, -1.448)  0.42
H (0.755, -2.017, -2.426)  0.51
H (0.983, -3.009, -0.986)  0.43
H (-2.055, 2.156, -0.605)  0.48
H (-6.782, -1.299, -0.303)  0.48

---

2.
Density functional theory data (wB97M-V/def2-TZVPD) for a 6-piece molecular cluster, C11H35N11O7 overall.

Properties
SMILES   COCCNCCOC.NC(N)=O.NC(N)=O.NC(N)=O.NC(N)=O.NC(N)=O
HOMO level   -0.3509 Eh
Relative energy (zero: lowest compared OMol25 entry of this formula, charge and spin)   608.60 kJ/mol

Last column: Mulliken charge in e.
CARTESIAN COORDINATES (ANGSTROEM)
C (0.874, 5.008, 3.364)  -0.67
O (1.178, 4.815, 2.173)  -0.35
C (0.570, 3.749, 1.423)  -0.33
C (1.369, 3.411, 0.206)  -0.64
N (0.563, 2.557, -0.574)  -0.44
C (1.144, 2.162, -1.840)  -1.23
C (0.581, 0.959, -2.628)  0.06
O (1.282, -0.269, -2.394)  -0.56
C (0.417, -1.330, -2.494)  -0.57
H (-0.038, 5.562, 3.381)  0.31
H (1.607, 5.639, 3.842)  0.25
H (0.730, 4.018, 3.942)  0.26
H (-0.518, 3.958, 1.106)  0.25
H (0.417, 2.873, 2.030)  0.21
H (2.301, 2.938, 0.463)  0.30
H (1.650, 4.306, -0.424)  0.34
H (-0.161, 3.207, -0.926)  0.29
H (2.178, 1.936, -1.710)  0.37
H (1.079, 3.141, -2.290)  0.70
H (0.668, 1.240, -3.708)  0.45
H (-0.511, 0.903, -2.343)  -0.32
H (0.861, -2.300, -2.221)  0.30
H (-0.002, -1.553, -3.468)  0.48
H (-0.368, -1.235, -1.749)  0.02
N (-1.306, -0.818, 2.073)  -0.20
C (-1.332, 0.375, 1.549)  0.44
N (-0.680, 0.345, 0.449)  0.94
O (-1.597, 1.409, 2.077)  -0.71
H (-1.655, -0.871, 2.988)  0.30
H (-0.579, -1.470, 1.882)  0.00
H (-0.355, 1.263, 0.117)  0.24
H (-0.465, -0.493, -0.043)  -0.30
N (2.483, -0.086, 1.183)  -0.27
C (3.317, -0.812, 0.377)  0.42
N (2.676, -1.422, -0.606)  -0.26
O (4.511, -0.834, 0.463)  -0.66
H (2.884, 0.456, 1.992)  0.24
H (1.634, 0.294, 0.802)  -0.11
H (3.302, -2.215, -0.993)  0.29
H (2.016, -0.845, -1.243)  0.43
N (-1.462, -2.514, -0.003)  0.28
C (-2.024, -3.622, -0.449)  0.55
N (-3.288, -3.478, -0.386)  -0.26
O (-1.443, -4.496, -1.003)  -0.67
H (-0.420, -2.749, 0.026)  -0.73
H (-1.772, -1.722, 0.555)  0.56
H (-3.912, -4.228, -0.714)  0.27
H (-3.784, -2.693, -0.086)  0.16
N (1.089, -3.184, 0.442)  -0.39
C (0.957, -3.309, 1.712)  0.51
N (1.311, -2.235, 2.378)  -0.29
O (0.401, -4.307, 2.166)  -0.74
H (0.983, -4.070, 0.040)  0.26
H (1.630, -2.347, -0.004)  0.23
H (1.427, -2.390, 3.367)  0.19
H (1.760, -1.405, 1.965)  0.28
N (-2.918, 0.837, -1.551)  -0.37
C (-3.174, -0.026, -2.504)  0.47
N (-2.884, -1.254, -2.235)  -0.14
O (-3.766, 0.240, -3.472)  -0.69
H (-3.292, 1.811, -1.635)  0.20
H (-2.366, 0.722, -0.680)  0.03
H (-3.193, -2.008, -2.847)  0.20
H (-2.580, -1.544, -1.293)  -0.17

---

3.
Density functional theory data (wB97M-V/def2-TZVPD) for one molecule with the formula C3H7NS2.

Properties
SMILES   CSN(C)C=S
HOMO level   -0.3103 Eh
Relative energy (zero: lowest compared OMol25 entry of this formula, charge and spin)   95.02 kJ/mol

Last column: Mulliken charge in e.
CARTESIAN COORDINATES (ANGSTROEM)
C (0.559, -1.874, 0.368)  -0.75
S (0.643, -0.871, -1.123)  0.00
N (-0.182, 0.529, -0.615)  -0.04
C (0.695, 1.544, -0.127)  -0.78
C (-1.505, 0.549, -0.312)  0.01
S (-2.662, -0.595, -0.501)  -0.31
H (1.268, -2.707, 0.302)  0.32
H (0.769, -1.243, 1.282)  0.22
H (-0.432, -2.309, 0.564)  0.25
H (1.220, 1.219, 0.756)  0.31
H (1.343, 1.888, -0.949)  0.27
H (0.043, 2.390, 0.148)  0.32
H (-1.758, 1.478, 0.207)  0.18

---

4.
Density functional theory data (wB97M-V/def2-TZVPD) for a 2-piece molecular cluster, C8H9B overall.

Properties
HOMO level   -0.3118 Eh
Relative energy (zero: lowest compared OMol25 entry of this formula, charge and spin)   388.54 kJ/mol

Last column: Mulliken charge in e.
CARTESIAN COORDINATES (ANGSTROEM)
B (1.903, -0.422, -0.596)  0.22
C (-3.059, 0.842, 0.897)  -0.57
C (-2.097, 0.488, 1.831)  -0.26
C (-2.750, 0.865, -0.452)  -0.25
C (-0.815, 0.153, 1.417)  -0.47
C (-1.469, 0.531, -0.882)  -0.50
C (-0.551, 0.185, 0.072)  0.10
C (3.048, -0.616, -1.581)  -0.55
C (3.168, -1.132, -0.127)  -0.58
H (-4.052, 1.100, 1.229)  0.36
H (-2.348, 0.467, 2.882)  0.34
H (-3.502, 1.139, -1.177)  0.34
H (-0.059, -0.121, 2.134)  0.38
H (-1.224, 0.544, -1.933)  0.38
H (3.008, -1.362, -2.365)  0.26
H (3.706, 0.199, -1.858)  0.27
H (3.914, -0.654, 0.496)  0.27
H (3.180, -2.205, 0.011)  0.26

---

5.
Density functional theory data (wB97M-V/def2-TZVPD) for C9H19ClNaNbO5S as an isolated structure.

Properties
HOMO level   -0.2634 Eh

Last column: Mulliken charge in e.
CARTESIAN COORDINATES (ANGSTROEM)
O (1.169, -4.408, 1.062)  -0.54
C (0.537, -3.360, 0.889)  0.22
C (-0.390, -3.068, -0.389)  -0.71
Nb (-0.257, -0.793, -0.732)  -0.56
C (0.097, 1.476, -1.005)  -1.27
C (0.791, 1.980, 0.346)  -0.08
C (2.339, 2.332, 0.227)  -0.68
C (3.225, 1.307, -0.607)  -0.60
S (4.086, 0.016, 0.432)  1.02
O (3.998, -1.310, -0.281)  -0.52
O (5.556, 0.349, 0.518)  -0.63
Cl (3.376, -0.038, 2.379)  -0.18
C (-2.414, -0.629, -1.456)  -1.08
C (-3.532, -0.581, -0.309)  -0.22
C (-3.290, 0.495, 0.810)  0.55
O (-2.913, 0.275, 1.973)  -0.71
O (-3.570, 1.866, 0.484)  -0.42
H (0.632, -2.521, 1.648)  0.19
H (-1.454, -3.386, -0.171)  0.27
H (0.087, -3.642, -1.249)  0.27
H (-0.688, -0.598, 1.024)  0.03
H (1.487, -0.920, -0.247)  0.38
H (0.236, -1.127, -2.452)  -0.01
H (-0.897, 1.994, -1.190)  0.31
H (0.762, 1.695, -1.910)  0.37
H (0.266, 2.960, 0.629)  0.25
H (0.577, 1.267, 1.198)  0.23
H (2.419, 3.350, -0.252)  0.35
H (2.727, 2.434, 1.296)  0.33
H (2.705, 0.811, -1.473)  0.32
H (4.077, 1.917, -1.059)  0.39
H (-2.638, -1.562, -2.075)  0.42
H (-2.547, 0.285, -2.123)  0.44
H (-3.708, -1.626, 0.108)  0.28
H (-4.525, -0.294, -0.805)  0.28
H (-4.453, 2.013, 0.884)  0.31
Na (-3.869, 1.041, 3.881)  1.01

---

6.
Density functional theory data (wB97M-V/def2-TZVPD) for a 3-piece molecular cluster, C15H29ClO11S2 overall.

Properties
SMILES   O=C(O)CC[C@@H]1OC(=O)O[C@H]1CCCCl.CCOS(C)(=O)=O.CCOS(C)(=O)=O
HOMO level   -0.3778 Eh
Relative energy (zero: lowest compared OMol25 entry of this formula, charge and spin)   280.30 kJ/mol

Last column: Mulliken charge in e.
CARTESIAN COORDINATES (ANGSTROEM)
O (4.209, -0.744, 3.948)  -0.55
C (3.154, -0.118, 3.651)  0.45
O (2.994, 0.238, 2.283)  -0.40
C (2.148, 0.256, 4.831)  -0.45
C (0.775, 0.961, 4.303)  -0.56
C (-0.167, -0.232, 3.799)  -0.09
O (0.027, -0.546, 2.391)  -0.41
C (-0.661, 0.558, 1.762)  0.34
O (-0.216, 1.179, 0.791)  -0.55
O (-1.836, 0.740, 2.537)  -0.37
C (-1.751, -0.052, 3.785)  0.15
C (-2.512, -1.423, 3.335)  -0.62
C (-2.162, -2.682, 4.262)  -0.72
C (-0.893, -3.534, 3.790)  -0.08
Cl (-0.255, -4.495, 5.252)  -0.23
H (2.474, -0.461, 1.810)  0.32
H (1.951, -0.704, 5.418)  0.27
H (2.708, 0.992, 5.516)  0.36
H (0.346, 1.521, 5.197)  0.35
H (1.099, 1.693, 3.493)  0.27
H (0.024, -1.067, 4.557)  0.41
H (-2.289, 0.379, 4.690)  0.36
H (-2.377, -1.653, 2.224)  0.21
H (-3.635, -1.183, 3.467)  0.37
H (-2.053, -2.367, 5.364)  0.33
H (-3.069, -3.393, 4.204)  0.34
H (-1.170, -4.232, 2.914)  0.40
H (-0.006, -2.920, 3.428)  0.00
C (0.055, 2.159, -1.723)  -0.56
C (1.192, 2.480, -2.674)  -0.38
O (0.971, 3.711, -3.373)  -0.26
S (1.158, 5.099, -2.561)  1.19
C (1.091, 6.187, -3.956)  -0.93
O (2.482, 5.139, -2.002)  -0.63
O (-0.016, 5.328, -1.759)  -0.60
H (0.000, 2.888, -0.913)  0.40
H (0.191, 1.176, -1.278)  0.23
H (-0.904, 2.184, -2.247)  0.14
H (2.152, 2.505, -2.150)  0.34
H (1.257, 1.695, -3.431)  0.20
H (1.955, 6.004, -4.593)  0.31
H (1.113, 7.210, -3.578)  0.37
H (0.162, 6.012, -4.497)  0.30
C (0.679, -4.189, -4.476)  -0.98
C (0.525, -2.805, -5.080)  -0.29
O (-0.778, -2.266, -4.843)  -0.30
S (-1.130, -1.739, -3.352)  1.15
C (-2.652, -0.929, -3.751)  -0.98
O (-0.162, -0.748, -2.965)  -0.53
O (-1.432, -2.874, -2.520)  -0.62
H (0.629, -4.153, -3.386)  0.28
H (1.641, -4.627, -4.751)  0.39
H (-0.123, -4.849, -4.814)  0.26
H (1.296, -2.124, -4.709)  0.27
H (0.646, -2.873, -6.163)  0.28
H (-2.445, -0.086, -4.410)  0.31
H (-3.093, -0.577, -2.818)  0.37
H (-3.319, -1.645, -4.230)  0.36

---

7.
Density functional theory data (wB97M-V/def2-TZVPD) for C45H42BrO2P2Tl as an isolated structure.

Properties
HOMO level (alpha / beta)   -0.4797 / -0.4797 Eh
Relative energy (zero: lowest compared OMol25 entry of this formula, charge and spin)   0.00 kJ/mol
Net charge   +2

Last column: Mulliken charge in e.
CARTESIAN COORDINATES (ANGSTROEM)
Tl (14.766, 14.004, 11.959)  1.27
C (11.187, 14.725, 14.644)  -1.79
C (11.056, 15.737, 13.510)  1.97
C (9.767, 16.569, 13.660)  -1.58
C (12.269, 16.657, 13.424)  -0.23
C (13.201, 16.678, 14.483)  -0.21
C (14.456, 17.231, 14.288)  -0.86
C (14.790, 17.786, 13.034)  0.68
C (16.231, 18.052, 12.661)  -1.11
C (13.714, 18.087, 12.124)  -0.87
C (12.456, 17.505, 12.339)  -0.23
H (10.314, 14.017, 14.659)  0.33
H (11.112, 15.228, 15.607)  0.50
H (12.137, 14.155, 14.592)  0.35
H (10.999, 15.234, 12.537)  -0.49
H (9.827, 17.246, 14.523)  0.39
H (8.879, 15.947, 13.752)  0.42
H (9.601, 17.211, 12.788)  0.40
H (12.981, 16.220, 15.443)  0.41
H (15.130, 17.242, 15.142)  0.44
H (16.565, 17.320, 11.891)  0.03
H (16.847, 17.845, 13.519)  0.37
H (16.381, 19.097, 12.317)  0.42
H (13.885, 18.667, 11.226)  0.46
H (11.639, 17.656, 11.639)  0.43
Br (14.676, 14.893, 8.835)  -0.10
C (16.561, 14.548, 8.954)  0.47
C (17.161, 14.266, 7.753)  -0.61
C (18.558, 13.979, 7.682)  -0.95
C (19.327, 13.982, 8.808)  -0.79
C (18.794, 14.197, 10.110)  0.50
C (19.589, 14.144, 11.319)  -0.77
C (19.003, 14.309, 12.545)  -1.15
C (17.614, 14.548, 12.629)  -0.52
C (16.847, 14.532, 11.508)  0.59
C (17.348, 14.422, 10.194)  0.85
H (16.583, 14.313, 6.876)  0.57
H (19.007, 13.831, 6.701)  0.41
H (20.407, 13.901, 8.752)  0.43
H (20.639, 13.943, 11.195)  0.47
H (19.631, 14.337, 13.432)  0.48
H (17.172, 14.739, 13.593)  0.70
O (12.272, 12.720, 11.520)  -0.26
P (11.855, 11.798, 10.384)  0.63
C (13.042, 10.352, 10.179)  -1.45
P (14.568, 10.465, 11.215)  -0.40
O (15.333, 11.750, 10.958)  -0.02
C (14.029, 10.313, 12.949)  0.79
C (12.809, 9.742, 13.306)  -0.29
C (12.233, 10.019, 14.556)  -0.59
C (12.941, 10.768, 15.510)  -0.71
C (14.240, 11.206, 15.197)  -0.63
C (14.797, 10.942, 13.951)  -0.66
C (15.664, 9.074, 10.875)  0.74
C (15.337, 8.033, 9.976)  -0.46
C (16.323, 7.101, 9.664)  -0.54
C (17.613, 7.142, 10.218)  -0.64
C (17.903, 8.157, 11.106)  -0.60
C (16.928, 9.091, 11.469)  -0.58
C (11.800, 12.660, 8.798)  1.16
C (11.686, 14.060, 8.745)  -1.31
C (11.445, 14.718, 7.568)  -0.36
C (11.299, 13.969, 6.370)  -0.64
C (11.457, 12.579, 6.406)  -0.76
C (11.656, 11.920, 7.632)  -0.70
C (10.179, 11.128, 10.674)  0.47
C (9.249, 11.893, 11.407)  -0.61
C (8.071, 11.302, 11.863)  -0.59
C (7.849, 9.934, 11.648)  -0.65
C (8.733, 9.232, 10.837)  -0.66
C (9.889, 9.807, 10.349)  -0.29
H (13.396, 10.317, 9.146)  0.89
H (12.549, 9.403, 10.347)  0.80
H (12.320, 9.024, 12.652)  0.43
H (11.205, 9.725, 14.694)  0.46
H (12.504, 11.016, 16.450)  0.51
H (14.819, 11.797, 15.900)  0.49
H (15.806, 11.291, 13.708)  0.42
H (14.349, 7.968, 9.497)  0.30
H (16.046, 6.306, 8.957)  0.37
H (18.370, 6.464, 9.860)  0.43
H (18.902, 8.282, 11.469)  0.42
H (17.151, 9.897, 12.155)  0.30
H (11.927, 14.613, 9.661)  0.90
H (11.374, 15.809, 7.568)  0.48
H (11.204, 14.496, 5.433)  0.42
H (11.440, 11.966, 5.505)  0.44
H (11.673, 10.822, 7.640)  0.29
H (9.435, 12.939, 11.570)  0.49
H (7.368, 11.919, 12.417)  0.44
H (7.001, 9.445, 12.088)  0.48
H (8.571, 8.177, 10.629)  0.40
H (10.476, 9.257, 9.613)  0.34

---

8.
Density functional theory data (wB97M-V/def2-TZVPD) for a 2-piece molecular cluster, C10H20NO overall.

Properties
HOMO level   -0.4813 Eh
Relative energy (zero: lowest compared OMol25 entry of this formula, charge and spin)   290.27 kJ/mol
Net charge   +1

Last column: Mulliken charge in e.
CARTESIAN COORDINATES (ANGSTROEM)
C (-2.467, 1.462, 0.550)  0.14
C (0.812, -3.001, -1.872)  -1.41
C (-0.270, -3.231, 0.450)  -1.49
C (2.186, 3.231, -0.567)  -1.47
C (-4.824, 2.160, 0.784)  -0.62
C (1.382, -0.333, 0.879)  -0.39
C (0.705, -0.984, -0.412)  -0.58
C (2.224, 0.886, 0.565)  -0.99
C (0.773, -2.532, -0.446)  0.83
C (1.448, 2.101, -0.030)  0.82
N (-3.502, 1.961, 0.546)  0.19
O (0.233, 2.173, 0.097)  -0.53
H (0.827, -4.107, -1.889)  0.39
H (-0.132, -2.582, -2.337)  0.31
H (1.612, -2.514, -2.522)  0.34
H (-0.284, -4.253, 0.497)  0.48
H (-1.389, -3.019, 0.208)  0.27
H (-0.228, -2.890, 1.521)  0.31
H (2.288, 3.841, 0.394)  0.31
H (3.143, 3.141, -0.980)  0.39
H (1.573, 3.865, -1.103)  0.42
H (-5.224, 1.299, 1.442)  0.34
H (-4.981, 3.046, 1.498)  0.29
H (-5.368, 2.299, -0.147)  0.30
H (0.589, -0.095, 1.596)  0.20
H (2.057, -1.081, 1.226)  0.51
H (-0.348, -0.597, -0.465)  0.09
H (1.142, -0.596, -1.401)  0.26
H (2.614, 1.247, 1.462)  0.48
H (3.215, 0.680, -0.073)  0.32
H (1.683, -2.794, 0.135)  0.10
H (-1.488, 1.219, 0.391)  0.40

---

Computed values of electronic energy (unit: eV) for the preceding records, in sequence: -35053.07006; -42695.82123; -26384.19057; -9113.07723; -49191.75639; -72737.42910; -144740.85499; -14222.42813.